7 unconnected molecules or ions with the total composition C26H68ClN4O15 at a distorted geometry, computed with wB97M-V/def2-TZVPD.

**LUMO energy**: 2.45 eV
**2S+1**: 1
**Gap between HOMO and LUMO**: 8.27 eV
**Total charge**: -1

Last column: Mulliken charge in e.
Atoms and positions in Å:
Cl1 -0.66338 -0.11238 -0.26515  1.41
O1 0.68192 0.43456 -0.32611  -0.53
O2 -1.18408 0.51466 0.95578  -0.64
O3 -1.52712 0.45453 -1.29393  -0.84
O4 -0.75625 -1.54842 -0.24097  -0.45
C1 4.44261 1.07343 -6.05216  -0.78
O5 4.07355 0.95687 -4.61037  -0.31
C2 2.73602 1.38206 -4.32602  -0.54
C3 2.78375 1.54399 -2.83862  -0.34
N1 3.70176 2.51530 -2.28472  -0.26
C4 3.32975 2.83296 -0.85576  -0.25
C5 4.06124 4.05538 -0.33318  -0.70
O6 5.43898 3.92951 -0.45422  -0.34
C6 6.13001 5.05518 0.00217  -0.82
H1 3.63723 0.95080 -6.77632  0.32
H2 5.21914 0.31503 -6.15184  0.24
H3 4.79220 2.05780 -6.36342  0.29
H4 2.02992 0.60914 -4.62949  0.38
H5 2.51827 2.36358 -4.74711  0.34
H6 3.13716 0.61329 -2.39477  0.17
H7 1.80126 1.80503 -2.44533  0.26
H8 3.58165 3.31132 -2.89466  0.26
H9 3.64691 2.02412 -0.19751  0.16
H10 2.28436 3.10781 -0.71537  0.24
H11 3.85319 4.13596 0.73375  0.35
H12 3.65806 4.96950 -0.76896  0.40
H13 7.19452 4.91167 -0.18314  0.27
H14 6.05560 4.96688 1.08603  0.34
H15 5.97459 5.96664 -0.57505  0.30
C7 6.13541 -3.51178 3.61402  -0.73
O7 5.88860 -4.78625 3.15568  -0.41
C8 4.57907 -5.21892 3.32207  -0.22
C9 3.97293 -5.41337 4.73123  -0.78
N2 3.39753 -4.18397 5.28737  -0.21
C10 1.94295 -3.74875 5.07865  -0.94
C11 1.47369 -3.92762 3.60152  -0.36
O8 2.05277 -2.99604 2.74332  -0.35
C12 1.90516 -3.16946 1.38388  -0.66
H16 6.10144 -3.38792 4.69642  0.26
H17 5.40327 -2.79787 3.23666  0.32
H18 7.16487 -3.26869 3.35096  0.25
H19 4.52568 -6.22228 2.89959  0.30
H20 4.01263 -4.60891 2.61840  0.29
H21 4.73569 -5.85243 5.37429  0.27
H22 3.27802 -6.25227 4.69313  0.41
H23 4.07898 -3.44388 5.19798  0.31
H24 1.74445 -2.71374 5.35695  0.39
H25 1.23155 -4.33447 5.66085  0.32
H26 0.40345 -3.72272 3.62812  0.46
H27 1.65491 -4.98446 3.40567  0.32
H28 0.93650 -2.82948 1.01755  0.12
H29 2.19729 -4.16481 1.04914  0.34
H30 2.58506 -2.56023 0.78832  0.33
C13 -7.32270 2.52651 -1.83441  -0.56
O9 -7.58431 2.86025 -0.47406  -0.39
C14 -6.82188 3.87986 0.07330  -0.73
C15 -5.48622 3.27833 0.61310  -0.12
N3 -5.64206 2.05865 1.45933  -0.37
C16 -4.32543 1.46378 1.76575  0.02
C17 -4.44280 0.00192 2.19294  -0.54
O10 -5.49404 -0.55667 1.38316  -0.32
C18 -5.60833 -1.98720 1.50066  -0.76
H31 -7.91971 2.87030 -2.67908  0.29
H32 -7.49577 1.45435 -1.74150  0.24
H33 -6.30463 2.78829 -2.12273  0.18
H34 -7.54200 4.33427 0.75377  0.34
H35 -6.47047 4.59414 -0.67129  0.37
H36 -4.91227 4.08073 1.07660  0.23
H37 -4.99864 2.94782 -0.30403  0.07
H38 -6.25291 1.29651 1.20219  0.45
H39 -3.69670 2.06289 2.42443  0.25
H40 -3.66181 1.52640 0.90332  -0.21
H41 -4.76547 -0.03298 3.23350  0.30
H42 -3.52206 -0.57858 2.13499  0.39
H43 -5.85361 -2.27306 2.52351  0.33
H44 -4.74269 -2.53402 1.12682  0.20
H45 -6.50248 -2.38592 1.02148  0.28
C19 -2.24932 5.89907 -1.64174  -0.57
C20 -2.50028 4.36866 -1.96440  0.29
O11 -1.56809 3.65253 -1.24082  -0.15
O12 -2.83399 6.22990 -0.38666  -0.57
H46 -2.88290 6.57344 -2.21784  0.36
H47 -1.20923 6.21339 -1.72846  0.25
H48 -2.36879 4.12361 -3.01833  0.33
H49 -3.43059 3.94587 -1.58510  -0.22
H50 -1.84489 2.75762 -1.45080  0.08
H51 -2.39005 5.71682 0.29251  0.32
C21 -0.95971 3.76277 2.31641  -0.21
C22 0.58319 3.79632 1.82982  -0.02
O13 0.79634 4.91368 0.93655  -0.61
O14 -1.58421 4.88431 2.97392  -0.54
H52 -0.98553 2.86682 2.93666  0.38
H53 -1.58552 3.43018 1.48826  -0.04
H54 0.75688 2.93635 1.18299  -0.03
H55 1.26582 3.94550 2.66640  0.46
H56 0.21047 4.72491 0.19984  0.30
H57 -1.00954 5.27718 3.63499  0.28
C23 -1.71303 -4.53455 -1.52250  -1.49
C24 -1.09354 -4.31887 -2.81838  1.02
C25 -0.31622 -5.56810 -3.36750  -0.91
O15 0.63026 -6.15546 -2.41867  -0.23
C26 1.07185 -7.44844 -2.73501  -0.80
N4 -2.16191 -3.78817 -3.64319  -0.81
H58 -2.05857 -3.63692 -1.00970  0.17
H59 -1.04409 -5.10757 -0.88043  0.34
H60 -2.56500 -5.20817 -1.61459  0.41
H61 -0.25220 -3.65840 -2.60855  0.09
H62 0.23598 -5.18465 -4.22549  0.34
H63 -1.03086 -6.30432 -3.73546  0.42
H64 1.76991 -7.63973 -1.92000  0.23
H65 1.50126 -7.65142 -3.71608  0.29
H66 0.22299 -8.12091 -2.61127  0.34
H67 -2.45931 -2.84672 -3.43030  0.31
H68 -1.61330 -3.61900 -4.47416  0.30

Forces on atoms 1 to 3 (eV/Å):
-1.1394 3.8341 2.2127
0.1458 -1.4685 -1.2995
-0.2680 -1.4344 0.4696